Entry 1:
{
  "formula": "C46H65N3P2RuSe",
  "method": "ωB97M-V/def2-TZVPD",
  "species": ["Ru", "C", "C", "C", "P", "C", "C", "C", "C", "C", "C", "C", "C", "C", "N", "C", "C", "C", "C", "C", "C", "P", "C", "C", "C", "C", "C", "C", "H", "H", "H", "H", "H", "H", "H", "H", "H", "H", "H", "H", "H", "H", "H", "H", "H", "H", "H", "H", "H", "H", "H", "H", "H", "H", "H", "H", "H", "H", "H", "H", "H", "H", "H", "H", "C", "C", "C", "C", "N", "C", "Se", "N", "C", "C", "C", "C", "C", "C", "C", "C", "C", "C", "H", "H", "H", "H", "H", "H", "H", "H", "H", "H", "H", "H", "H", "H", "H", "H", "H", "H", "H", "H", "H", "H", "C", "C", "C", "C", "C", "C", "C", "H", "H", "H", "H", "H", "H", "H"],
  "coordinates": [[-0.0704, 0.9743, 0.4048], [-1.2218, -2.6743, 2.6210], [-1.3197, -1.3287, 3.3409], [-2.7646, -0.8373, 3.2886], [-0.1761, -0.0189, 2.6242], [0.0252, 1.2673, 3.9626], [-1.1445, 2.2450, 3.8551], [0.2231, 0.7710, 5.3871], [1.4159, -0.9210, 2.5670], [1.7580, -1.9369, 3.4523], [2.8419, -2.7641, 3.2094], [3.5823, -2.6092, 2.0447], [3.3048, -1.5689, 1.1859], [2.2571, -0.6691, 1.4510], [2.0079, 0.4107, 0.6480], [2.9783, 1.2022, 0.1349], [4.2968, 1.1741, 0.6338], [5.2743, 1.9832, 0.1091], [4.9787, 2.8460, -0.9388], [3.6740, 2.9522, -1.3919], [2.6540, 2.1769, -0.8569], [0.8848, 2.4799, -1.2363], [0.8309, 4.3460, -1.5095], [-0.5267, 4.8586, -1.0300], [1.0806, 4.8590, -2.9268], [0.6527, 1.7543, -2.9457], [1.2590, 0.3555, -2.9702], [-0.8471, 1.7036, -3.2277], [-1.6614, -3.4563, 3.2379], [-0.1935, -2.9536, 2.3959], [-1.7851, -2.6439, 1.6887], [-1.0170, -1.4584, 4.3858], [-3.0376, -0.5849, 2.2612], [-2.9272, 0.0400, 3.9094], [-3.4312, -1.6236, 3.6404], [0.9369, 1.7940, 3.6419], [-2.0336, 1.8488, 4.3383], [-1.3825, 2.4320, 2.7980], [-0.9000, 3.1910, 4.3325], [-0.6775, 0.3000, 5.7755], [0.4587, 1.6193, 6.0292], [1.0487, 0.0654, 5.4476], [1.1608, -2.1004, 4.3374], [3.0783, -3.5541, 3.9045], [4.3800, -3.3008, 1.8127], [3.8710, -1.4414, 0.2746], [4.5125, 0.5290, 1.4730], [6.2709, 1.9423, 0.5213], [5.7559, 3.4572, -1.3702], [3.4535, 3.6738, -2.1632], [1.6123, 4.7352, -0.8435], [-1.3209, 4.5229, -1.6941], [-0.5416, 5.9464, -1.0067], [-0.7553, 4.4940, -0.0295], [0.1934, 4.7315, -3.5420], [1.9129, 4.3699, -3.4256], [1.3011, 5.9243, -2.8868], [1.1594, 2.3809, -3.6849], [0.9532, -0.1913, -2.0718], [2.3467, 0.3984, -2.9837], [0.9256, -0.1916, -3.8521], [-1.3572, 1.1944, -2.4010], [-1.0531, 1.1656, -4.1515], [-1.2712, 2.7015, -3.3132], [-5.9148, -3.3955, -0.1720], [-5.1340, -2.8956, -1.3805], [-4.5140, -1.5336, -1.0911], [-3.7961, -0.9148, -2.2923], [-2.6626, -1.6884, -2.7468], [-1.5110, -1.8601, -2.0547], [-1.1668, -1.0894, -0.4057], [-0.6701, -2.6482, -2.7652], [0.6108, -3.1339, -2.3029], [0.4842, -4.1164, -1.1359], [-0.2107, -5.4345, -1.4732], [0.5019, -6.2765, -2.5265], [-1.2684, -2.9324, -3.9723], [-0.8111, -3.6103, -5.0928], [-1.6679, -3.7000, -6.1729], [-2.9376, -3.1277, -6.1481], [-3.4000, -2.4368, -5.0451], [-2.5451, -2.3365, -3.9555], [-6.3264, -4.3802, -0.3684], [-6.7359, -2.7201, 0.0578], [-5.2673, -3.4628, 0.6985], [-5.8074, -2.8213, -2.2371], [-4.3495, -3.6129, -1.6337], [-3.8068, -1.6267, -0.2610], [-5.3002, -0.8409, -0.7859], [-3.4479, 0.0876, -2.0155], [-4.4850, -0.8291, -3.1326], [1.2112, -2.2800, -1.9754], [1.1098, -3.6048, -3.1480], [-0.0722, -3.6261, -0.3316], [1.4884, -4.3202, -0.7624], [-1.2313, -5.2378, -1.8085], [-0.2706, -6.0097, -0.5472], [0.3996, -5.8420, -3.5173], [0.0663, -7.2722, -2.5537], [1.5595, -6.3827, -2.2981], [0.1798, -4.0306, -5.1419], [-1.3485, -4.2167, -7.0636], [-3.5634, -3.2091, -7.0213], [-4.3802, -1.9896, -5.0439], [1.2186, 3.7016, 2.0067], [1.7223, 4.4044, 3.0821], [0.9528, 5.3891, 3.7649], [1.4908, 6.1053, 4.8049], [2.7957, 5.8666, 5.2305], [3.5590, 4.8827, 4.6040], [3.0451, 4.1670, 3.5535], [1.8464, 3.0145, 1.4634], [0.2127, 3.8653, 1.6553], [-0.0619, 5.5755, 3.4407], [0.8999, 6.8634, 5.2973], [3.2157, 6.4423, 6.0396], [4.5645, 4.6870, 4.9466], [3.6344, 3.4047, 3.0618]],
  "atomic_forces_ev_per_a": [[2.1116, 0.5336, 1.4652], [0.0410, -0.0255, -0.0949], [0.0987, 0.3515, -0.2052], [0.0544, 0.0890, 0.0687], [0.5662, -0.5051, -0.3660], [-0.1728, 0.0486, -0.3510], [0.0068, 0.0325, -0.2515], [0.0694, -0.0558, -0.2326], [0.2080, 0.1911, -0.3077], [0.1944, 0.0899, -0.1124], [-0.0132, -0.1196, 0.1146], [-0.0576, 0.0053, 0.1375], [-0.2360, 0.2200, -0.1311], [0.0718, -0.8350, 0.9786], [-3.0150, 1.1457, -0.4951], [0.3122, 0.5147, -0.4106], [-0.0452, -0.0317, 0.1212], [-0.0750, -0.0335, -0.0926], [0.1133, 0.1694, -0.1476], [0.2232, -0.0300, 0.1234], [-0.1302, -0.0172, 0.3647], [0.5330, -1.0703, -0.8980], [-0.3583, -0.2289, 0.4998], [0.0773, 0.0047, 0.2057], [0.1772, -0.2032, 0.0892], [0.0198, 0.0542, 0.1594], [0.1007, 0.0430, 0.1794], [0.0088, 0.0441, 0.1662], [-0.0306, -0.0433, 0.1566], [-0.1135, -0.0919, -0.0531], [0.0762, -0.0207, 0.0487], [-0.0026, 0.0427, -0.0807], [-0.0481, -0.0243, -0.0033], [-0.0694, 0.0427, 0.0356], [-0.0811, -0.0390, 0.0017], [-0.1489, -0.2161, 0.0128], [-0.0827, 0.0100, 0.0592], [-0.0364, 0.0853, 0.2899], [0.0060, 0.1280, 0.0976], [-0.0759, -0.0529, 0.0597], [0.0047, 0.0384, 0.0848], [0.0658, -0.0759, 0.0775], [-0.1020, -0.0759, 0.0416], [0.0396, -0.0925, 0.0725], [0.0555, -0.0175, -0.0042], [0.1094, 0.0158, -0.0295], [0.1119, -0.0188, -0.0404], [0.1259, 0.0245, 0.0129], [0.0452, 0.0844, -0.0588], [-0.0405, 0.0894, -0.0660], [-0.1138, -0.0999, -0.0704], [-0.0999, -0.0243, -0.0471], [-0.0249, 0.1204, -0.0390], [-0.1119, 0.0318, 0.0200], [-0.0735, -0.0794, -0.1170], [0.0663, 0.0210, -0.0550], [-0.0260, 0.0916, 0.0162], [-0.0735, -0.0347, 0.0561], [0.0268, 0.0063, -0.1617], [0.0722, -0.0287, 0.0020], [-0.0513, -0.0397, -0.0910], [0.0387, -0.0011, -0.1563], [-0.0104, -0.0407, -0.1297], [-0.1149, 0.1268, -0.0538], [0.1039, -0.0630, -0.2603], [-0.0237, 0.1800, 0.1941], [0.0719, -0.2634, -0.2744], [-0.4520, 0.4562, 0.5400], [0.8325, -0.2854, 0.2082], [0.0673, 0.5319, -0.4582], [-0.1862, -0.2364, 0.7983], [-0.7713, 0.5716, 0.2125], [0.6046, -0.1314, 0.5845], [-0.3230, -0.1068, -0.1280], [0.2387, 0.0442, -0.0395], [-0.1829, 0.0626, 0.1819], [-0.6633, -0.0170, -0.5147], [-0.0269, -0.0361, 0.0001], [0.0993, -0.0273, 0.0096], [-0.0895, 0.0745, 0.0277], [0.0604, -0.0035, 0.0835], [0.4588, -0.4875, -0.4917], [-0.1101, -0.1437, 0.0688], [-0.0812, 0.0451, 0.0776], [0.0472, -0.0152, 0.1599], [0.0237, -0.0388, -0.1234], [0.0144, -0.0397, -0.0877], [-0.1736, 0.0997, -0.0679], [0.0058, 0.1008, 0.0344], [0.0023, -0.1524, -0.1888], [0.0709, 0.0623, -0.0072], [-0.0724, -0.0765, -0.1401], [0.0000, 0.0916, -0.0433], [0.2069, 0.0134, -0.0232], [0.0967, 0.0459, 0.0192], [-0.1336, -0.0168, 0.0954], [-0.1552, 0.0114, -0.0068], [0.0546, 0.0026, -0.1654], [-0.0011, -0.0933, -0.1195], [0.1635, -0.0060, 0.0117], [0.1044, -0.0984, 0.0434], [0.0815, -0.0549, -0.0789], [-0.1207, -0.0317, -0.0866], [-0.1150, 0.0612, 0.0131], [-0.2170, -0.4808, -0.7527], [0.2863, 0.3025, 1.1524], [0.0499, -0.2463, -0.2873], [-0.0678, 0.1651, 0.1217], [-0.0604, -0.2179, -0.2569], [0.1857, 0.1122, 0.1848], [-0.3094, -0.1430, -0.3163], [0.1205, -0.0077, -0.2090], [0.0212, 0.1914, -0.2074], [-0.0618, 0.0224, -0.0353], [-0.0477, 0.0384, 0.0267], [0.0305, 0.0491, 0.1088], [0.0624, -0.0036, 0.0060], [0.0826, -0.0350, -0.0595]],
  "lowdin_spin": [0.63, 0.00, 0.00, 0.00, 0.01, 0.01, 0.00, 0.00, 0.02, 0.00, 0.02, 0.00, 0.02, 0.00, 0.13, 0.01, 0.03, 0.00, 0.03, 0.00, 0.03, 0.02, 0.00, 0.00, 0.00, 0.00, 0.00, 0.00, 0.00, 0.00, 0.00, 0.00, 0.00, 0.00, 0.00, 0.00, 0.00, 0.00, 0.00, 0.00, 0.00, 0.00, 0.00, 0.00, 0.00, 0.00, 0.00, 0.00, 0.00, 0.00, 0.00, 0.00, 0.00, 0.00, 0.00, 0.00, 0.00, 0.00, 0.00, 0.00, 0.00, 0.00, 0.00, 0.00, 0.00, 0.00, 0.00, 0.00, 0.01, 0.02, 0.01, 0.01, 0.00, 0.00, 0.00, 0.00, 0.00, 0.00, 0.00, 0.00, 0.00, 0.00, 0.00, 0.00, 0.00, 0.00, 0.00, 0.00, 0.00, 0.00, 0.00, 0.00, 0.00, 0.00, 0.00, 0.00, 0.00, 0.00, 0.00, 0.00, 0.00, 0.00, 0.00, 0.00, -0.01, 0.00, -0.01, 0.00, -0.01, 0.00, -0.01, 0.01, 0.01, 0.00, 0.00, 0.00, 0.00, 0.00],
  "fmax_ha_per_bohr": 0.063,
  "multiplicity": 2,
  "s_squared": 0.899,
  "homo_energy_ev": [-8.4, -8.3],
  "homo_lumo_gap_ev": [3.910, 3.376],
  "energy_ev": -139727.32237,
  "total_charge": 1
}

Entry 2:
{
  "formula": "C2H3N3",
  "method": "ωB97M-V/def2-TZVPD",
  "species": ["C", "N", "N", "C", "N", "H", "H", "H"],
  "coordinates": [[-0.5898, 0.8965, 0.1407], [-0.0505, 1.1181, -1.0252], [0.7383, 0.0346, -1.3258], [0.6457, -0.8029, -0.3312], [-0.1841, -0.3087, 0.6314], [-1.2683, 1.5576, 0.6610], [1.1444, -1.7595, -0.2602], [-0.4358, -0.7356, 1.5091]],
  "atomic_forces_ev_per_a": [[-0.0219, 0.0736, -0.0504], [-0.1314, 0.0008, 0.2387], [0.0000, -0.2082, 0.1809], [0.0499, -0.0163, -0.0615], [0.0250, 0.0040, -0.0531], [0.1055, -0.0823, -0.0790], [-0.0666, 0.1529, -0.0129], [0.0395, 0.0755, -0.1628]],
  "nbo_charge": [0.14, -0.28, -0.28, 0.14, -0.55, 0.21, 0.21, 0.43],
  "fmax_ha_per_bohr": 0.005,
  "smiles": "c1nnc[nH]1",
  "multiplicity": 1,
  "homo_energy_ev": -10.0,
  "homo_lumo_gap_ev": 10.736,
  "energy_ev": -6592.29482
}

> Number 2 is which compound?

C2H3N3